1.
Molecular formula: C59H70BBrN9O2PtSi4Te
Method: DFT, ωB97M-V/def2-TZVPD

Atoms and positions in Å:
Pt: -0.191 -0.463 -1.475
C: -1.696 -3.844 -5.512
C: -1.838 -3.247 -4.151
C: -2.797 -3.492 -3.194
C: -2.515 -2.627 -2.131
N: -1.444 -1.898 -2.443
N: -1.021 -2.288 -3.675
B: 0.225 -1.651 -4.346
N: 1.526 -1.898 -3.589
N: 1.607 -1.621 -2.276
C: 2.813 -2.036 -1.869
C: 3.499 -2.598 -2.958
C: 2.655 -2.493 -4.033
C: 2.880 -2.904 -5.452
C: 3.362 -1.974 -0.498
C: 2.999 -0.991 0.409
C: 3.545 -0.945 1.683
C: 4.485 -1.888 2.069
C: 4.870 -2.869 1.165
C: 4.314 -2.915 -0.104
N: -0.024 -0.122 -4.376
N: -0.531 0.517 -3.275
C: -0.901 1.743 -3.697
C: -0.543 1.901 -5.034
C: -0.018 0.694 -5.433
C: 0.483 0.283 -6.778
C: -1.782 2.694 -2.995
C: -2.654 2.285 -1.994
C: -3.612 3.154 -1.496
C: -3.724 4.439 -2.004
C: -2.856 4.859 -3.002
C: -1.888 3.997 -3.487
C: -3.338 -2.454 -0.916
C: -3.376 -1.257 -0.208
C: -4.197 -1.117 0.902
C: -5.017 -2.164 1.301
C: -4.997 -3.356 0.590
C: -4.158 -3.503 -0.502
H: -2.522 -4.529 -5.691
H: -0.762 -4.397 -5.613
H: -1.713 -3.076 -6.284
H: -3.614 -4.189 -3.265
H: 0.340 -2.084 -5.453
H: 4.502 -2.990 -2.966
H: 3.891 -3.292 -5.554
H: 2.765 -2.064 -6.137
H: 2.182 -3.681 -5.764
H: 2.287 -0.246 0.107
H: 3.242 -0.162 2.370
H: 4.912 -1.864 3.063
H: 5.603 -3.612 1.453
H: 4.614 -3.696 -0.791
H: -0.723 2.755 -5.663
H: 0.405 1.124 -7.464
H: -0.093 -0.547 -7.185
H: 1.527 -0.029 -6.732
H: -2.641 1.256 -1.661
H: -4.291 2.809 -0.733
H: -4.492 5.108 -1.635
H: -2.942 5.856 -3.416
H: -1.223 4.332 -4.272
H: -2.765 -0.423 -0.530
H: -4.196 -0.184 1.452
H: -5.672 -2.049 2.154
H: -5.631 -4.179 0.891
H: -4.131 -4.445 -1.031
O: -0.608 0.489 1.305
C: -0.537 -0.774 1.261
N: -0.752 -1.628 2.255
C: -0.428 -2.997 1.885
C: -0.064 -2.785 0.387
O: 0.216 -3.639 -0.399
N: -0.127 -1.408 0.150
C: 0.777 -3.540 2.670
C: 1.540 -4.581 2.157
C: 2.551 -5.143 2.923
C: 2.818 -4.670 4.198
C: 2.062 -3.625 4.710
C: 1.047 -3.064 3.948
C: -1.593 -3.957 2.125
C: -2.390 -3.782 3.250
C: -3.382 -4.697 3.562
C: -3.585 -5.805 2.751
C: -2.793 -5.981 1.626
C: -1.799 -5.064 1.311
H: -1.086 -1.319 3.151
H: 1.344 -4.955 1.161
H: 3.133 -5.960 2.516
H: 3.607 -5.113 4.792
H: 2.249 -3.253 5.709
H: 0.469 -2.252 4.372
H: -2.240 -2.935 3.910
H: -3.995 -4.545 4.441
H: -4.347 -6.530 3.002
H: -2.943 -6.841 0.987
H: -1.186 -5.210 0.432
C: 2.848 2.665 2.790
Si: 1.164 2.480 3.554
C: 0.885 0.701 4.041
C: 0.968 3.596 5.028
Si: -0.395 3.198 1.969
Te: 0.328 1.530 0.175
Si: -2.429 3.214 3.117
C: -2.319 4.830 4.037
C: -2.469 1.754 4.273
C: -4.018 3.241 2.163
Si: 0.606 5.178 1.137
C: 0.873 6.322 2.581
C: 2.210 4.798 0.255
C: -0.507 5.985 -0.099
H: 3.589 2.101 3.365
H: 3.166 3.708 2.775
H: 2.870 2.290 1.766
H: 1.824 0.243 4.362
H: 0.493 0.125 3.205
H: 0.174 0.624 4.863
H: 1.810 3.456 5.713
H: 0.054 3.367 5.577
H: 0.943 4.647 4.747
H: -1.413 4.919 4.636
H: -3.174 4.930 4.712
H: -2.345 5.670 3.339
H: -1.972 1.970 5.221
H: -1.980 0.895 3.815
H: -3.507 1.488 4.485
H: -4.090 4.100 1.496
H: -4.833 3.312 2.890
H: -4.174 2.333 1.578
H: 1.695 5.991 3.217
H: -0.023 6.401 3.199
H: 1.116 7.323 2.215
H: 3.040 4.596 0.928
H: 2.477 5.652 -0.372
H: 2.107 3.930 -0.406
H: -1.514 6.154 0.287
H: -0.594 5.366 -0.992
H: -0.089 6.952 -0.395
Br: 6.119 2.893 -0.168
C: 4.873 2.424 -1.498
C: 5.104 2.709 -2.829
C: 4.133 2.337 -3.744
C: 2.978 1.723 -3.288
N: 2.746 1.460 -2.002
C: 3.693 1.799 -1.127
H: 6.011 3.211 -3.139
H: 4.270 2.522 -4.801
H: 2.199 1.427 -3.982
H: 3.512 1.574 -0.084

- energy above the lowest of the compared OMol25 structures with the same formula, charge and spin (kcal/mol) = 36.8
- charge = +1
- multiplicity = 1

Here are the Löwdin charges for atoms 1 to 4, given in e: Pt 0.9839; C -0.0090; C -0.2468; C 0.0420

---

2.
Molecular formula: C59H70F3N2O25S2
Method: DFT, ωB97M-V/def2-TZVPD

Atoms and positions in Å:
C: -1.030 -2.061 7.502
C: 0.511 -2.125 7.651
C: 1.201 -2.329 6.280
C: 2.060 -1.135 5.833
C: 2.141 -1.134 4.289
C: 3.393 -0.385 3.807
C: 3.236 1.144 4.068
C: 3.331 1.873 2.718
N: 2.062 1.655 2.002
C: 1.115 2.829 2.096
C: 0.927 3.402 3.495
C: -0.311 4.350 3.454
C: -1.412 3.791 4.369
C: -1.995 2.452 3.867
C: -1.774 1.306 4.886
C: -1.784 -0.093 4.241
C: -3.136 -0.814 4.350
C: 2.225 1.363 0.663
S: 1.048 0.515 -0.113
S: 3.640 1.917 -0.310
C: 4.677 0.415 -0.337
C: 4.069 -0.696 -1.216
C: 3.551 -1.864 -0.403
N: 3.265 -3.080 -1.236
C: 2.175 -2.869 -2.246
C: 0.781 -2.744 -1.630
O: -0.072 -2.262 -2.639
C: 0.259 -4.085 -1.055
F: -1.080 -4.120 -1.113
F: 0.592 -4.115 0.270
F: 0.772 -5.172 -1.652
H: -1.516 -2.563 8.340
H: -1.331 -2.580 6.592
H: -1.413 -1.039 7.500
H: 0.906 -1.252 8.172
H: 0.727 -2.978 8.295
H: 1.780 -3.254 6.310
H: 0.430 -2.459 5.517
H: 1.588 -0.215 6.186
H: 3.070 -1.190 6.244
H: 1.259 -0.644 3.873
H: 2.200 -2.183 3.987
H: 4.307 -0.776 4.255
H: 3.460 -0.546 2.722
H: 2.288 1.335 4.558
H: 4.048 1.456 4.727
H: 3.545 2.932 2.884
H: 4.197 1.463 2.210
H: 0.145 2.462 1.765
H: 1.413 3.595 1.371
H: 0.717 2.646 4.244
H: 1.819 3.982 3.731
H: -0.718 4.349 2.444
H: -0.039 5.375 3.692
H: -2.192 4.548 4.445
H: -0.969 3.637 5.356
H: -3.074 2.590 3.763
H: -1.632 2.159 2.881
H: -0.790 1.460 5.332
H: -2.568 1.360 5.630
H: -1.052 -0.695 4.784
H: -1.498 -0.068 3.187
H: -3.796 -0.506 3.538
H: -3.000 -1.893 4.245
H: -3.606 -0.663 5.321
H: 4.785 0.011 0.674
H: 5.681 0.695 -0.641
H: 4.862 -1.066 -1.880
H: 3.320 -0.240 -1.862
H: 2.658 -1.647 0.181
H: 4.319 -2.130 0.327
H: 2.972 -3.821 -0.595
H: 4.123 -3.341 -1.722
H: 2.393 -1.985 -2.838
H: 2.187 -3.706 -2.945
H: 0.732 -2.031 -0.804
H: -0.062 -1.299 -2.609
C: -1.594 -4.933 11.813
C: -2.639 -5.492 12.440
C: -3.789 -4.669 12.950
O: -4.712 -5.245 13.493
C: -3.735 -3.226 12.771
C: -2.689 -2.669 12.148
C: -1.553 -3.495 11.615
O: -0.644 -2.921 11.043
O: -2.583 -1.357 11.956
O: -2.731 -6.799 12.652
H: -0.763 -5.515 11.441
H: -4.559 -2.642 13.156
H: -1.739 -1.224 11.484
H: -3.578 -6.937 13.119
C: 0.626 5.868 -2.336
C: 1.638 5.045 -2.048
C: 2.154 4.045 -3.040
O: 3.091 3.336 -2.708
C: 1.508 3.967 -4.336
C: 0.488 4.787 -4.636
C: -0.013 5.809 -3.646
O: -0.925 6.538 -3.973
O: -0.128 4.743 -5.808
O: 2.259 5.056 -0.863
H: 0.250 6.593 -1.627
H: 1.879 3.231 -5.035
H: -0.833 5.424 -5.808
H: 2.956 4.376 -0.921
C: -2.369 8.772 -0.349
C: -1.772 7.848 0.411
C: -2.517 7.092 1.473
O: -1.906 6.249 2.109
C: -3.917 7.403 1.687
C: -4.520 8.331 0.930
C: -3.781 9.070 -0.152
O: -4.392 9.885 -0.813
O: -5.795 8.659 1.081
O: -0.482 7.532 0.281
H: -1.842 9.320 -1.118
H: -4.438 6.863 2.466
H: -5.979 9.348 0.414
H: -0.309 6.840 0.949
C: -2.389 9.092 -9.340
C: -1.858 8.180 -8.518
C: -2.688 7.467 -7.487
O: -2.145 6.633 -6.781
C: -4.093 7.806 -7.377
C: -4.626 8.723 -8.198
C: -3.804 9.419 -9.247
O: -4.356 10.225 -9.969
O: -5.902 9.074 -8.142
O: -0.570 7.845 -8.558
H: -1.803 9.610 -10.086
H: -4.674 7.298 -6.621
H: -6.028 9.747 -8.840
H: -0.445 7.168 -7.868
C: -0.304 -5.952 -7.883
C: 0.934 -5.915 -7.367
C: 1.182 -5.506 -5.943
O: 2.331 -5.512 -5.525
C: 0.051 -5.119 -5.128
C: -1.188 -5.149 -5.642
C: -1.444 -5.585 -7.060
O: -2.594 -5.605 -7.450
O: -2.258 -4.801 -4.946
O: 2.007 -6.240 -8.075
H: -0.496 -6.246 -8.905
H: 0.248 -4.811 -4.112
H: -3.020 -4.916 -5.548
H: 2.767 -6.131 -7.472
C: 3.427 -11.539 -9.962
C: 2.414 -12.196 -9.379
C: 1.227 -11.473 -8.806
O: 0.335 -12.133 -8.308
C: 1.207 -10.020 -8.873
C: 2.221 -9.364 -9.453
C: 3.396 -10.089 -10.049
O: 4.271 -9.426 -10.573
O: 2.258 -8.038 -9.540
O: 2.388 -13.518 -9.269
H: 4.284 -12.049 -10.379
H: 0.356 -9.510 -8.444
H: 3.092 -7.831 -10.006
H: 1.551 -13.735 -8.815

- energy above the lowest of the compared OMol25 structures with the same formula, charge and spin (kcal/mol) = 0.0
- charge = +1
- multiplicity = 1

Here are the Löwdin charges for atoms 1 to 4, given in e: C -0.0970; C -0.2329; C -0.2171; C -0.2036